Computed, not measured: 10 unconnected molecules or ions with the total composition C12H44O10 at a distorted geometry, with wB97M-V/def2-TZVPD.

Total charge: -1
Calculated total energy, a.u.: -1235.97767
HOMO level (spin up / spin down), eV: -0.48 / -7.23
HOMO-LUMO gap (spin up / spin down), eV: 3.279 / 9.932
Energy relative to the best compared isomer or geometry (same formula, charge and spin), kJ/mol: 0.0
Spin multiplicity: 2

Positions of all 66 atoms, in Å:
O (4.421, 1.008, -1.697)
H (4.588, 1.828, -1.233)
H (3.494, 1.048, -1.930)
O (-1.902, 1.981, -1.156)
H (-2.263, 1.849, -2.033)
H (-1.767, 2.926, -1.092)
O (1.743, 1.343, -2.230)
H (1.036, 0.926, -2.722)
H (1.636, 2.278, -2.403)
O (0.151, 0.436, -0.243)
H (-0.568, 1.036, -0.442)
H (0.845, 0.682, -0.854)
O (-1.247, -1.435, -2.055)
H (-1.387, -2.322, -1.723)
H (-0.974, -0.933, -1.288)
O (-0.565, -1.514, 1.313)
H (-0.198, -0.758, 0.854)
H (-1.121, -1.134, 1.994)
C (-4.580, -0.450, -0.353)
C (-4.969, 1.034, 0.014)
C (-6.214, 1.097, 0.867)
O (-3.866, 1.485, 0.770)
H (-5.481, -0.999, -0.628)
H (-4.198, -1.016, 0.496)
H (-3.932, -0.548, -1.225)
H (-5.140, 1.657, -0.864)
H (-6.148, 0.481, 1.764)
H (-7.117, 0.883, 0.296)
H (-6.393, 2.135, 1.148)
H (-3.153, 1.555, 0.130)
C (-1.436, 3.785, 2.876)
C (0.131, 3.973, 2.827)
C (0.820, 2.680, 2.270)
O (0.507, 5.024, 2.025)
H (-1.779, 3.324, 1.950)
H (-1.939, 4.749, 2.967)
H (-1.756, 3.188, 3.730)
H (0.527, 4.195, 3.818)
H (0.508, 2.479, 1.246)
H (0.652, 1.782, 2.865)
H (1.904, 2.762, 2.180)
H (0.166, 5.861, 2.349)
C (1.922, -2.720, -2.070)
C (1.150, -3.682, -2.913)
C (1.987, -4.277, -4.024)
O (0.796, -4.809, -2.127)
H (1.304, -2.131, -1.392)
H (2.365, -1.955, -2.708)
H (2.688, -3.204, -1.465)
H (0.312, -3.268, -3.473)
H (2.749, -4.933, -3.604)
H (2.442, -3.476, -4.608)
H (1.309, -4.874, -4.632)
H (0.370, -4.549, -1.307)
C (3.259, -2.786, 1.974)
C (2.988, -1.422, 1.234)
C (2.818, -0.179, 2.152)
O (4.121, -1.134, 0.421)
H (2.323, -3.027, 2.479)
H (4.043, -2.861, 2.727)
H (3.575, -3.485, 1.200)
H (2.132, -1.540, 0.570)
H (1.930, -0.311, 2.770)
H (2.681, 0.691, 1.510)
H (3.675, -0.086, 2.819)
H (4.028, -0.341, -0.111)


Computed, not measured: 13 unconnected molecules or ions with the total composition C12H48F2N25O16S2 at a distorted geometry, with wB97M-V/def2-TZVPD.

Total charge: -1
Calculated total energy, a.u.: -4055.19945
HOMO level, eV: -6.28
HOMO-LUMO gap, eV: 7.193
Energy relative to the best compared isomer or geometry (same formula, charge and spin), kJ/mol: 742.2

Positions of all 105 atoms, in Å:
N (0.179, -0.055, -1.363)
S (0.678, -1.377, -0.867)
O (-0.267, -2.387, -0.314)
O (2.055, -1.492, -0.459)
F (0.760, -2.050, -2.299)
S (-0.246, 0.516, 0.225)
O (0.898, 0.838, 1.049)
O (-1.525, 0.233, 0.833)
F (-0.736, 2.029, -0.241)
C (3.876, 1.637, 2.524)
O (3.620, 0.681, 3.249)
N (2.989, 2.300, 1.889)
N (5.026, 2.253, 2.321)
H (3.294, 2.964, 1.193)
H (2.113, 1.810, 1.782)
H (5.077, 3.059, 1.714)
H (5.857, 1.754, 2.605)
C (-3.543, -4.243, 0.441)
O (-3.382, -4.499, -0.753)
N (-4.676, -4.180, 1.114)
N (-2.710, -3.692, 1.203)
H (-4.466, -3.722, 1.989)
H (-5.582, -4.582, 0.919)
H (-1.795, -3.377, 0.913)
H (-2.761, -3.772, 2.209)
C (-1.016, 0.242, -4.720)
O (-1.571, 0.755, -5.668)
N (-1.428, 0.325, -3.470)
N (0.113, -0.385, -4.750)
H (-2.139, 1.006, -3.246)
H (-0.783, 0.108, -2.723)
H (0.712, -0.359, -5.563)
H (0.274, -1.090, -4.046)
C (0.414, -0.960, 4.919)
O (0.929, -2.006, 4.466)
N (0.824, 0.239, 4.605)
N (-0.548, -0.978, 5.778)
H (0.438, 0.993, 5.156)
H (1.397, 0.401, 3.789)
H (-1.146, -1.790, 5.824)
H (-1.024, -0.120, 6.016)
C (2.960, -3.800, 1.601)
O (1.791, -3.879, 1.283)
N (3.764, -4.860, 1.408)
N (3.403, -2.787, 2.340)
H (4.453, -4.997, 2.135)
H (3.419, -5.647, 0.877)
H (2.786, -1.987, 2.340)
H (4.366, -2.843, 2.638)
C (0.079, 5.977, 0.842)
O (0.756, 6.111, -0.130)
N (0.242, 6.445, 2.046)
N (-0.897, 5.186, 0.805)
H (-0.405, 6.312, 2.810)
H (1.084, 6.967, 2.244)
H (-1.612, 5.528, 1.431)
H (-1.211, 4.911, -0.115)
C (1.375, 3.351, -2.518)
O (1.326, 4.246, -3.286)
N (1.357, 2.072, -2.807)
N (1.419, 3.489, -1.177)
H (1.051, 1.428, -2.092)
H (0.928, 1.925, -3.709)
H (1.554, 2.666, -0.607)
H (1.507, 4.438, -0.843)
C (4.399, 0.047, -2.081)
O (5.378, -0.591, -1.827)
N (3.304, -0.372, -2.682)
N (4.409, 1.310, -1.780)
H (3.351, -1.359, -2.895)
H (2.419, 0.114, -2.642)
H (3.899, 2.033, -2.267)
H (5.257, 1.587, -1.308)
C (-2.991, 3.464, -2.797)
O (-3.421, 2.368, -2.928)
N (-1.813, 3.715, -2.422)
N (-3.600, 4.489, -3.252)
H (-1.552, 4.689, -2.374)
H (-1.230, 3.013, -1.988)
H (-3.202, 5.404, -3.094)
H (-4.517, 4.269, -3.612)
C (2.312, -6.248, -1.679)
O (2.659, -6.608, -0.536)
N (2.240, -5.004, -2.062)
N (1.921, -7.017, -2.683)
H (2.312, -4.286, -1.355)
H (1.712, -4.716, -2.874)
H (1.873, -7.999, -2.451)
H (1.610, -6.634, -3.564)
C (-4.937, -0.038, -0.338)
O (-6.073, 0.305, -0.410)
N (-3.953, 0.366, -1.111)
N (-4.570, -1.157, 0.214)
H (-4.070, 1.214, -1.647)
H (-3.015, 0.106, -0.845)
H (-3.611, -1.459, 0.111)
H (-5.277, -1.666, 0.725)
C (-3.686, -0.243, 3.437)
O (-4.380, -0.701, 4.316)
N (-3.913, 0.814, 2.768)
N (-2.540, -0.763, 3.205)
H (-3.423, 0.865, 1.887)
H (-4.693, 1.435, 2.931)
H (-2.390, -1.690, 3.577)
H (-1.877, -0.336, 2.574)


Computed, not measured: 12 unconnected molecules or ions with the total composition C12H48N12O12 at a distorted geometry, with wB97M-V/def2-TZVPD.

Calculated total energy, a.u.: -2045.95312
HOMO level, eV: -9.01
HOMO-LUMO gap, eV: 8.707
Energy relative to the best compared isomer or geometry (same formula, charge and spin), kJ/mol: 494.0

Positions of all 84 atoms, in Å:
N (2.269, -2.453, -3.993)
C (1.094, -2.902, -4.277)
N (0.182, -2.446, -3.485)
O (0.914, -3.776, -5.136)
H (3.168, -2.814, -4.277)
H (2.326, -1.544, -3.556)
H (-0.699, -2.817, -3.812)
H (0.396, -1.601, -2.975)
N (2.737, -3.663, -0.516)
C (1.750, -4.253, 0.067)
N (0.725, -3.477, 0.349)
O (1.860, -5.437, 0.211)
H (3.522, -4.254, -0.749)
H (2.794, -2.654, -0.505)
H (-0.024, -3.967, 0.816)
H (0.690, -2.540, -0.027)
N (0.152, 2.214, -2.991)
C (0.482, 2.684, -1.879)
N (-0.085, 3.758, -1.421)
O (1.260, 2.060, -1.254)
H (-0.414, 2.687, -3.681)
H (0.163, 1.208, -3.081)
H (0.195, 3.959, -0.472)
H (-1.072, 3.720, -1.631)
N (2.070, 4.706, 2.124)
C (0.884, 4.246, 2.290)
N (0.136, 5.103, 2.880)
O (0.538, 3.160, 1.878)
H (2.511, 4.276, 1.323)
H (2.436, 5.569, 2.499)
H (0.589, 5.961, 3.161)
H (-0.792, 4.825, 3.165)
N (-0.367, -0.898, 4.670)
C (0.954, -0.666, 4.653)
N (1.348, -1.348, 3.644)
O (1.593, 0.049, 5.411)
H (-0.756, -1.646, 4.115)
H (-0.824, -0.530, 5.493)
H (2.352, -1.455, 3.666)
H (0.722, -1.869, 3.046)
N (-2.186, 2.854, 2.105)
C (-2.700, 3.059, 3.246)
N (-1.831, 3.254, 4.179)
O (-3.883, 3.006, 3.418)
H (-2.790, 2.440, 1.410)
H (-1.200, 2.659, 2.010)
H (-0.936, 2.787, 4.147)
H (-2.356, 3.503, 5.004)
C (2.984, 0.881, -4.120)
O (2.704, 0.040, -3.004)
H (2.101, 0.891, -4.760)
H (3.336, 1.879, -3.859)
H (3.811, 0.469, -4.700)
H (2.952, 0.541, -2.223)
C (-2.031, -4.360, -1.274)
O (-2.219, -3.051, -0.706)
H (-2.893, -5.015, -1.398)
H (-1.333, -4.303, -2.109)
H (-1.389, -4.945, -0.615)
H (-2.401, -2.389, -1.377)
C (2.886, 0.941, 1.591)
O (3.601, 1.294, 0.477)
H (2.880, 1.692, 2.381)
H (1.822, 0.769, 1.424)
H (3.302, 0.016, 1.991)
H (2.954, 1.750, -0.067)
C (-2.627, 0.047, -2.912)
O (-2.759, -1.352, -2.877)
H (-3.348, 0.668, -2.380)
H (-1.661, 0.125, -2.413)
H (-2.360, 0.554, -3.840)
H (-3.522, -1.576, -3.415)
C (-4.335, -1.121, 1.369)
O (-3.523, -2.290, 1.537)
H (-3.980, -0.323, 0.718)
H (-5.396, -1.068, 1.123)
H (-4.449, -0.666, 2.353)
H (-3.331, -2.620, 0.656)
C (-0.584, -0.406, 0.391)
O (0.560, -0.790, -0.423)
H (-0.524, -0.952, 1.332)
H (-0.504, 0.643, 0.676)
H (-1.554, -0.715, 0.001)
H (0.937, 0.003, -0.810)


Computed, not measured: a molecular structure, C12H48N24NiO12 at a distorted geometry, with wB97M-V/def2-TZVPD.

Total charge: +2
Calculated total energy, a.u.: -4211.50543
HOMO level (spin up / spin down), eV: -13.53 / -13.53
HOMO-LUMO gap (spin up / spin down), eV: 10.037 / 10.037
Spin multiplicity: 3

Positions of all 97 atoms, in Å:
Ni (-0.559, 0.044, 0.657)
C (0.010, 2.926, 0.297)
O (-0.319, 2.010, 1.086)
N (0.016, 4.207, 0.766)
N (0.467, 2.759, -0.948)
H (-0.050, 4.195, 1.751)
H (0.787, 4.770, 0.450)
H (0.838, 1.805, -1.173)
H (0.426, 3.638, -1.489)
C (-0.659, -3.159, 1.025)
O (-0.809, -2.215, 0.186)
N (-1.355, -4.260, 0.754)
N (0.289, -3.146, 1.996)
H (-2.211, -4.314, 0.262)
H (-1.230, -4.952, 1.476)
H (1.193, -2.667, 1.999)
H (0.343, -3.977, 2.566)
C (4.157, -2.431, 2.521)
O (2.938, -2.473, 2.565)
N (4.969, -2.416, 3.625)
N (4.973, -2.439, 1.428)
H (4.893, -2.016, 4.571)
H (5.894, -2.738, 3.397)
H (4.603, -2.715, 0.535)
H (5.933, -2.300, 1.528)
C (2.383, 5.801, -2.624)
O (1.441, 5.133, -2.182)
N (2.834, 6.906, -1.968)
N (3.144, 5.375, -3.727)
H (3.180, 7.621, -2.594)
H (2.182, 7.179, -1.251)
H (3.147, 4.499, -4.156)
H (3.864, 5.983, -4.092)
C (5.859, 1.381, 0.112)
O (4.684, 1.122, 0.450)
N (6.312, 1.413, -1.190)
N (6.647, 1.892, 1.039)
H (5.733, 1.167, -2.016)
H (7.298, 1.424, -1.358)
H (7.553, 2.349, 0.924)
H (6.199, 1.946, 1.949)
C (-2.382, 0.122, -2.122)
O (-1.377, 0.017, -1.414)
N (-3.453, 0.917, -1.807)
N (-2.292, -0.298, -3.407)
H (-4.324, 0.965, -2.356)
H (-3.675, 0.827, -0.794)
H (-1.660, -1.103, -3.484)
H (-3.214, -0.590, -3.783)
C (1.974, -0.711, -1.008)
O (1.351, 0.140, -0.261)
N (1.266, -1.688, -1.689)
N (3.321, -0.616, -1.159)
H (1.768, -2.553, -1.863)
H (0.275, -1.744, -1.362)
H (3.932, -1.292, -1.588)
H (3.788, 0.093, -0.531)
C (-5.070, -2.969, -0.174)
O (-4.132, -3.607, 0.276)
N (-5.310, -1.683, 0.238)
N (-5.782, -3.402, -1.226)
H (-6.176, -1.346, -0.029)
H (-5.077, -1.606, 1.193)
H (-5.549, -4.294, -1.618)
H (-6.559, -2.945, -1.656)
C (-3.172, 0.926, 2.100)
O (-2.545, 0.442, 1.098)
N (-2.461, 1.010, 3.253)
N (-4.416, 1.291, 2.106)
H (-2.757, 1.419, 4.135)
H (-1.635, 0.423, 3.299)
H (-4.817, 1.518, 2.971)
H (-4.789, 1.767, 1.316)
C (0.338, -5.402, -2.084)
O (0.723, -4.245, -2.239)
N (1.209, -6.450, -1.797)
N (-0.919, -5.766, -2.191)
H (0.738, -7.285, -1.660)
H (2.194, -6.304, -1.690)
H (-1.257, -6.523, -1.585)
H (-1.496, -4.978, -2.255)
C (-5.980, 3.051, -1.087)
O (-5.896, 2.166, -0.213)
N (-7.134, 3.779, -1.208)
N (-5.028, 3.434, -1.910)
H (-7.747, 3.512, -0.467)
H (-6.957, 4.763, -1.103)
H (-4.133, 3.042, -1.665)
H (-5.213, 4.010, -2.745)
C (1.334, 0.042, 3.240)
O (0.420, -0.353, 2.499)
N (2.483, 0.342, 2.656)
N (1.196, 0.090, 4.600)
H (3.332, 0.172, 3.187)
H (2.515, 0.091, 1.652)
H (0.488, -0.511, 4.996)
H (1.739, 0.565, 5.268)


Computed, not measured: 12 unconnected molecules or ions with the total composition C12H48N24O12 at a distorted geometry, with wB97M-V/def2-TZVPD.

Calculated total energy, a.u.: -2703.58397
HOMO level, eV: -8.92
HOMO-LUMO gap, eV: 8.490
Energy relative to the best compared isomer or geometry (same formula, charge and spin), kJ/mol: 202.2

Positions of all 96 atoms, in Å:
N (19.795, 0.835, 38.287)
C (19.541, 0.416, 37.030)
N (18.565, -0.537, 36.900)
O (20.149, 0.799, 36.028)
H (19.251, 0.483, 39.051)
H (20.541, 1.476, 38.491)
H (18.027, -0.821, 37.697)
H (18.252, -0.711, 35.963)
N (23.237, -0.550, 29.378)
C (23.755, -0.652, 28.112)
N (23.375, -1.856, 27.512)
O (24.520, 0.124, 27.556)
H (22.662, -1.276, 29.790)
H (23.383, 0.326, 29.858)
H (22.796, -2.462, 28.065)
H (23.247, -1.821, 26.517)
N (13.735, 3.526, 29.632)
C (14.842, 4.074, 30.261)
N (15.589, 3.122, 30.930)
O (15.133, 5.259, 30.255)
H (13.690, 2.528, 29.669)
H (12.889, 4.055, 29.545)
H (15.219, 2.201, 31.025)
H (16.276, 3.445, 31.595)
N (14.743, 1.661, 36.765)
C (15.727, 2.605, 36.850)
N (15.755, 3.255, 38.061)
O (16.338, 3.021, 35.853)
H (14.051, 1.456, 37.458)
H (14.661, 1.222, 35.863)
H (14.987, 3.075, 38.675)
H (16.497, 3.908, 38.236)
N (22.058, -1.055, 34.649)
C (21.480, -1.553, 33.504)
N (22.247, -2.346, 32.716)
O (20.367, -1.081, 33.161)
H (22.929, -1.467, 34.929)
H (21.343, -0.618, 35.214)
H (23.210, -2.506, 32.939)
H (21.828, -2.683, 31.869)
N (19.982, 1.722, 32.464)
C (18.844, 2.419, 32.739)
N (18.199, 1.882, 33.828)
O (18.539, 3.529, 32.260)
H (20.653, 2.163, 31.838)
H (20.139, 0.771, 32.782)
H (18.706, 1.224, 34.396)
H (17.505, 2.446, 34.291)
N (19.395, -2.729, 31.009)
C (20.298, -3.060, 30.036)
N (20.026, -4.299, 29.502)
O (21.404, -2.539, 29.864)
H (19.515, -1.874, 31.568)
H (18.522, -3.188, 31.182)
H (20.619, -4.586, 28.744)
H (19.162, -4.774, 29.671)
N (13.581, 4.316, 34.621)
C (13.431, 3.298, 33.726)
N (14.476, 2.414, 33.670)
O (12.528, 3.291, 32.891)
H (14.277, 4.333, 35.345)
H (12.925, 5.074, 34.626)
H (15.291, 2.408, 34.259)
H (14.390, 1.881, 32.826)
N (19.548, 3.679, 29.698)
C (20.869, 4.015, 29.718)
N (21.336, 4.501, 28.537)
O (21.607, 3.692, 30.670)
H (19.065, 3.890, 28.843)
H (19.000, 3.675, 30.559)
H (22.323, 4.657, 28.460)
H (20.645, 4.969, 27.983)
N (14.762, 7.134, 33.002)
C (16.032, 7.318, 33.502)
N (16.822, 6.209, 33.310)
O (16.397, 8.305, 34.133)
H (14.006, 7.721, 33.288)
H (14.632, 6.289, 32.475)
H (17.725, 6.161, 33.745)
H (16.596, 5.441, 32.707)
N (24.008, 3.214, 32.670)
C (23.754, 2.480, 33.785)
N (22.410, 2.176, 33.950)
O (24.637, 1.955, 34.463)
H (25.000, 3.330, 32.524)
H (23.389, 3.740, 32.074)
H (21.713, 2.675, 33.433)
H (22.222, 1.318, 34.435)
N (19.758, 3.619, 35.848)
C (20.615, 4.606, 36.310)
N (21.875, 4.493, 35.805)
O (20.218, 5.565, 36.967)
H (19.996, 2.632, 35.753)
H (18.850, 3.827, 36.244)
H (22.193, 3.603, 35.446)
H (22.593, 5.186, 35.899)